14 unconnected molecules or ions with the total composition CH26F3O16S. Source: the Open Molecules 2025 dataset; level of theory: wB97M-V/def2-TZVPD.

CARTESIAN COORDINATES (ANGSTROEM)
C 1.169 -8.935 -15.078
F -0.032 -8.482 -14.757
F 1.617 -8.277 -16.141
F 1.961 -8.689 -14.061
S 1.091 -10.792 -15.511
O 0.056 -10.872 -16.559
O 2.437 -11.098 -16.074
O 0.799 -11.580 -14.283
O 3.487 -4.793 -20.917
H 2.796 -4.717 -20.258
H 3.288 -4.107 -21.553
O -4.171 -14.323 -17.603
H -3.439 -13.722 -17.740
H -4.096 -14.959 -18.315
O -4.570 -8.028 -9.776
H -4.653 -8.791 -10.348
H -4.071 -7.395 -10.292
O -1.835 -13.436 -9.131
H -1.874 -12.813 -9.856
H -1.541 -12.917 -8.383
O 4.340 -10.870 -20.732
H 4.951 -10.140 -20.631
H 4.157 -11.155 -19.836
O 0.650 -2.604 -10.274
H 1.122 -2.627 -9.441
H 0.552 -3.525 -10.519
O 3.003 -15.366 -9.362
H 2.185 -14.928 -9.598
H 2.885 -15.617 -8.446
O 7.680 -11.065 -16.460
H 6.782 -11.336 -16.648
H 7.885 -10.424 -17.140
O 1.031 -17.317 -13.989
H 0.753 -16.404 -14.066
H 1.398 -17.382 -13.108
O 1.805 -1.459 -17.707
H 1.236 -1.767 -17.002
H 1.534 -0.553 -17.855
O -0.541 -9.296 -20.727
H -0.613 -9.740 -19.882
H 0.243 -9.670 -21.129
O 4.814 -16.694 -17.829
H 4.457 -15.876 -17.485
H 4.942 -16.527 -18.763
O -4.733 -11.382 -13.374
H -4.527 -12.005 -14.071
H -4.950 -10.571 -13.835

Computed properties:
* charge: -1
* HOMO level: -0.221 Eh
* ΔE to the lowest compared entry with this formula, charge and spin: 281.13 kJ/mol
* E: -53208.4048 eV